[1]
{
  "formula": "C5H11NO2",
  "method": "ωB97M-V with the def2-TZVPD basis set",
  "charge": 1,
  "s2": 0.75,
  "homo_ha": [-0.5222, -0.5219],
  "spin_multiplicity": 2,
  "fmax_ev_per_a": 5.479,
  "mol_weight_g_mol": 117.148,
  "symbols": ["O", "C", "N", "C", "O", "C", "C", "C", "H", "H", "H", "H", "H", "H", "H", "H", "H", "H", "H"],
  "xyz": [[-0.480, -1.362, 0.241], [0.028, 0.121, 0.505], [-1.032, 0.923, -0.058], [-1.990, 1.286, 0.813], [-2.193, -0.894, 2.488], [1.419, 0.389, 0.149], [1.832, 0.518, -1.278], [1.223, -0.692, -2.093], [-1.237, -1.348, 1.003], [-2.701, 2.055, 0.544], [-1.938, 0.865, 1.783], [-2.436, -1.217, 3.285], [2.174, 0.184, 0.877], [-0.110, 0.207, 1.596], [1.248, 1.277, -1.841], [2.982, 0.591, -1.398], [1.653, -1.685, -1.841], [0.168, -0.719, -1.680], [1.392, -0.498, -3.095]],
  "mulliken_charge": [-0.471, 0.092, -0.336, -0.023, -0.349, -0.287, -0.358, -1.036, 0.455, 0.340, 0.052, 0.291, 0.382, 0.521, 0.285, 0.343, 0.329, 0.390, 0.382]
}

[2]
{
  "formula": "C5H11NO2",
  "method": "ωB97M-V with the def2-TZVPD basis set",
  "charge": 1,
  "s2": 0.77,
  "homo_ha": [-0.5872, -0.5882],
  "spin_multiplicity": 2,
  "fmax_ev_per_a": 1.855,
  "mol_weight_g_mol": 117.148,
  "symbols": ["C", "N", "C", "O", "O", "C", "C", "C", "H", "H", "H", "H", "H", "H", "H", "H", "H", "H", "H"],
  "xyz": [[0.833, -0.104, 0.159], [1.633, -1.043, -0.549], [2.300, -0.734, -1.737], [1.795, 0.209, -2.518], [3.257, -1.390, -2.066], [-0.660, -0.317, -0.233], [-1.625, -0.097, 0.951], [-1.821, 1.350, 1.373], [1.171, 0.932, 0.115], [0.934, -0.263, 1.227], [1.925, -1.877, -0.032], [1.079, 0.707, -2.096], [-0.879, 0.039, -1.248], [-0.757, -1.385, -0.449], [-1.106, -0.611, 1.750], [-2.572, -0.597, 0.748], [-2.468, 1.370, 2.234], [-2.178, 2.061, 0.636], [-0.863, 1.752, 1.735]],
  "mulliken_charge": [-1.045, 0.156, 0.661, -0.365, -0.350, -0.435, -0.524, -1.162, 0.393, 0.449, 0.332, 0.356, 0.487, 0.392, 0.290, 0.361, 0.364, 0.339, 0.302]
}

[3]
{
  "formula": "C5H11NO2S",
  "method": "ωB97M-V with the def2-TZVPD basis set",
  "charge": 0,
  "smiles": "CSCC[C@H](N)C(=O)O",
  "homo_ha": -0.3156,
  "fmax_ev_per_a": 3.207,
  "mol_weight_g_mol": 149.215,
  "symbols": ["C", "S", "C", "C", "C", "N", "C", "O", "O", "H", "H", "H", "H", "H", "H", "H", "H", "H", "H", "H"],
  "xyz": [[2.956, 0.517, 0.389], [2.476, -1.179, -0.070], [0.685, -1.013, 0.150], [-0.016, -0.284, -1.043], [-1.381, 0.385, -0.635], [-1.263, 1.571, 0.148], [-2.320, -0.638, 0.048], [-3.052, -1.385, -0.484], [-2.092, -0.687, 1.320], [3.981, 0.571, 0.851], [2.249, 1.034, 1.045], [3.007, 1.109, -0.543], [0.277, -2.024, 0.223], [0.429, -0.581, 1.171], [-0.253, -0.988, -1.868], [0.582, 0.485, -1.520], [-1.902, 0.649, -1.586], [-0.808, 2.303, -0.341], [-0.866, 1.535, 1.064], [-2.688, -1.381, 1.679]],
  "mulliken_charge": [-0.776, -0.089, -0.680, -0.619, 0.290, -0.602, 0.223, -0.555, -0.417, 0.318, 0.243, 0.240, 0.313, 0.285, 0.339, 0.387, 0.297, 0.257, 0.223, 0.325]
}

[4]
{
  "formula": "C5H11NO2S3",
  "method": "ωB97M-V with the def2-TZVPD basis set",
  "charge": 0,
  "homo_ha": -0.3116,
  "fmax_ev_per_a": 3.866,
  "mol_weight_g_mol": 213.349,
  "symbols": ["C", "C", "C", "C", "C", "N", "O", "O", "S", "S", "S", "H", "H", "H", "H", "H", "H", "H", "H", "H", "H", "H"],
  "xyz": [[-0.490, -2.810, 0.351], [2.475, 0.630, 0.492], [-0.771, 2.656, 0.395], [-1.753, -0.275, -1.432], [-0.147, 0.014, 0.804], [-2.801, -0.196, -0.622], [-3.708, -1.058, -0.479], [-2.884, 0.938, 0.057], [-0.147, -1.608, 1.706], [1.031, 0.134, -0.516], [-1.277, 1.138, 1.239], [-0.367, -3.747, 0.922], [0.328, -2.764, -0.271], [-1.531, -2.554, 0.065], [3.046, -0.269, 0.880], [2.078, 0.974, 1.345], [2.980, 1.381, -0.106], [-1.603, 3.068, -0.210], [0.037, 2.395, -0.195], [-0.518, 3.342, 1.156], [-1.642, -1.203, -1.960], [-1.078, 0.569, -1.640]],
  "mulliken_charge": [-0.742, -0.911, -0.799, -1.078, -0.063, 0.870, -0.670, -0.556, -0.052, -0.020, 0.255, 0.357, 0.329, 0.156, 0.312, 0.313, 0.355, 0.315, 0.295, 0.395, 0.384, 0.557]
}

[5]
{
  "formula": "C5H11NO3",
  "method": "ωB97M-V with the def2-TZVPD basis set",
  "charge": 0,
  "smiles": "CC(=O)[C@H](N)CC(O)O",
  "homo_ha": -0.3392,
  "fmax_ev_per_a": 2.403,
  "mol_weight_g_mol": 133.147,
  "symbols": ["C", "C", "O", "C", "N", "C", "C", "O", "O", "H", "H", "H", "H", "H", "H", "H", "H", "H", "H", "H"],
  "xyz": [[1.671, -0.922, 1.556], [1.098, 0.350, 0.976], [1.817, 1.348, 0.863], [-0.505, 0.513, 0.889], [-1.248, -0.719, 1.130], [-0.833, 1.118, -0.475], [-0.189, 0.399, -1.675], [-1.116, 0.266, -2.727], [0.287, -0.905, -1.420], [2.097, -0.719, 2.541], [2.437, -1.301, 0.873], [0.926, -1.708, 1.681], [-0.761, 1.216, 1.688], [-2.249, -0.539, 1.167], [-1.062, -1.385, 0.378], [-0.445, 2.146, -0.475], [-1.917, 1.216, -0.616], [0.733, 1.043, -1.903], [-1.767, -0.384, -2.410], [1.026, -1.034, -2.040]],
  "mulliken_charge": [-1.136, 0.547, -0.576, 0.155, -0.669, -0.834, -0.064, -0.564, -0.537, 0.341, 0.286, 0.305, 0.436, 0.289, 0.273, 0.308, 0.384, 0.391, 0.356, 0.310]
}

[6]
{
  "formula": "C5H11NO3",
  "method": "ωB97M-V with the def2-TZVPD basis set",
  "charge": 0,
  "homo_ha": -0.3569,
  "fmax_ev_per_a": 4.188,
  "mol_weight_g_mol": 133.147,
  "symbols": ["C", "C", "C", "C", "C", "N", "O", "O", "O", "H", "H", "H", "H", "H", "H", "H", "H", "H", "H", "H"],
  "xyz": [[-0.003, 0.449, 1.275], [-0.065, -1.836, 0.235], [-2.263, 0.897, -0.466], [1.276, 0.364, -1.109], [-0.170, -0.336, 0.009], [2.410, 0.469, -0.290], [2.687, 1.537, 0.206], [3.061, -0.566, -0.064], [-1.350, -0.194, -0.711], [0.282, 1.442, 1.085], [-1.019, 0.417, 1.907], [0.622, -0.161, 1.942], [-0.700, -2.185, 1.032], [0.975, -2.191, 0.440], [-0.484, -2.432, -0.635], [-3.237, 0.507, -0.869], [-2.064, 1.686, -1.241], [-2.267, 1.204, 0.655], [1.361, -0.438, -1.860], [0.949, 1.364, -1.540]],
  "mulliken_charge": [-1.781, -1.490, -0.632, -0.674, 1.349, 0.924, -0.552, -0.577, -0.363, 0.425, 0.485, 0.380, 0.401, 0.318, 0.369, 0.248, 0.245, 0.263, 0.327, 0.333]
}

[7]
{
  "formula": "C5H11NO3",
  "method": "ωB97M-V with the def2-TZVPD basis set",
  "charge": 0,
  "homo_ha": -0.2716,
  "fmax_ev_per_a": 3.214,
  "mol_weight_g_mol": 133.147,
  "symbols": ["C", "C", "C", "C", "O", "H", "H", "H", "H", "H", "H", "H", "H", "C", "N", "O", "O", "H", "H", "H"],
  "xyz": [[-0.651, -1.210, -0.322], [-0.701, 1.750, -0.858], [-0.471, 0.999, 0.419], [-1.220, 1.135, 1.534], [-0.342, -2.327, -1.175], [-0.155, -1.973, -2.054], [-1.601, -0.801, -0.676], [-0.807, -1.621, 0.678], [-0.176, 1.286, -1.692], [-1.772, 1.767, -1.066], [-0.355, 2.785, -0.772], [-0.908, 0.711, 2.478], [-2.219, 1.544, 1.462], [1.406, -0.629, -0.262], [1.953, -1.515, 0.606], [0.984, 0.771, 0.718], [1.831, -0.293, -1.332], [1.543, 1.517, 0.411], [1.941, -2.485, 0.322], [1.720, -1.411, 1.583]],
  "mulliken_charge": [-0.664, -1.199, 0.710, -1.036, -0.558, 0.346, 0.363, 0.299, 0.343, 0.384, 0.365, 0.296, 0.277, 0.655, -0.518, -0.412, -0.544, 0.376, 0.271, 0.245]
}

[8]
{
  "formula": "C5H11NO3",
  "method": "ωB97M-V with the def2-TZVPD basis set",
  "charge": 0,
  "homo_ha": -0.3035,
  "fmax_ev_per_a": 2.187,
  "mol_weight_g_mol": 133.147,
  "symbols": ["C", "N", "C", "C", "O", "H", "H", "H", "H", "H", "H", "H", "C", "C", "O", "O", "H", "H", "H", "H"],
  "xyz": [[-0.891, -1.554, 0.555], [-0.518, -0.293, -0.116], [0.743, -0.298, -0.920], [1.161, -1.435, -1.540], [-1.607, 0.178, -0.895], [-1.450, -0.262, -1.756], [0.821, 0.630, -1.470], [-1.828, -1.398, 1.083], [-0.953, -2.346, -0.185], [-0.121, -1.801, 1.283], [1.086, -2.414, -1.088], [1.887, -1.338, -2.335], [-0.266, 2.348, 0.602], [-0.192, 0.966, 1.174], [1.600, 0.510, 0.669], [-0.508, 0.664, 2.289], [1.925, -0.225, 1.209], [-1.317, 2.644, 0.570], [0.269, 3.021, 1.269], [0.159, 2.402, -0.396]],
  "mulliken_charge": [-0.975, 0.443, -0.015, -0.941, -0.530, 0.412, 0.213, 0.325, 0.372, 0.356, 0.258, 0.302, -1.074, 0.931, -0.704, -0.578, 0.291, 0.302, 0.329, 0.282]
}

[9]
{
  "formula": "C5H11NO3P",
  "method": "ωB97M-V with the def2-TZVPD basis set",
  "charge": -1,
  "homo_ha": [-0.1565, -0.1853],
  "fmax_ev_per_a": 2.102,
  "mol_weight_g_mol": 164.121,
  "symbols": ["C", "C", "C", "C", "C", "N", "O", "O", "O", "P", "H", "H", "H", "H", "H", "H", "H", "H", "H", "H", "H"],
  "xyz": [[-0.190, -2.566, -0.084], [0.531, -1.474, -0.396], [-1.015, 1.207, -1.096], [-1.760, 0.296, 0.982], [0.973, -0.509, 0.524], [-0.756, 1.038, 0.295], [1.962, 1.932, 0.926], [1.994, 1.036, -1.478], [3.608, 0.094, 0.305], [2.281, 0.658, -0.059], [-0.512, -3.273, -0.834], [-0.410, -2.821, 0.942], [0.774, -1.259, -1.430], [-1.605, 0.391, -1.545], [-1.572, 2.148, -1.226], [-0.058, 1.306, -1.610], [-1.886, -0.733, 0.589], [-1.504, 0.239, 2.042], [-2.738, 0.794, 0.886], [0.821, -0.663, 1.582], [1.062, 2.161, 0.685]],
  "mulliken_charge": [-0.966, 0.151, -0.967, -0.932, -0.401, -0.238, -0.593, -0.765, -0.770, 0.841, 0.249, 0.324, 0.288, 0.342, 0.347, 0.311, 0.309, 0.276, 0.336, 0.430, 0.428]
}

[10]
{
  "formula": "C5H11NO3S",
  "method": "ωB97M-V with the def2-TZVPD basis set",
  "charge": 0,
  "smiles": "[H]/N=C(\\C)OCCS(C)(=O)=O",
  "homo_ha": -0.3665,
  "fmax_ev_per_a": 5.185,
  "mol_weight_g_mol": 165.214,
  "symbols": ["H", "N", "C", "C", "O", "C", "C", "S", "C", "O", "O", "H", "H", "H", "H", "H", "H", "H", "H", "H", "H"],
  "xyz": [[-2.001, 2.334, 2.664], [-1.302, 1.706, 2.305], [-0.215, 2.232, 1.935], [-0.103, 3.737, 2.412], [0.888, 1.561, 1.485], [0.626, 0.309, 0.829], [1.867, -0.027, -0.014], [1.803, -1.628, -0.705], [0.328, -1.821, -1.728], [1.795, -2.667, 0.347], [2.936, -1.820, -1.622], [0.939, 4.065, 2.244], [-0.622, 4.030, 3.368], [-0.663, 4.158, 1.591], [0.527, -0.411, 1.625], [-0.368, 0.400, 0.247], [2.678, -0.090, 0.728], [2.042, 0.700, -0.819], [0.213, -2.846, -2.009], [-0.551, -1.618, -1.168], [0.294, -1.192, -2.603]],
  "mulliken_charge": [0.246, -0.691, 0.816, -1.177, -0.307, -0.576, -0.456, 1.225, -1.112, -0.651, -0.664, 0.294, 0.321, 0.349, 0.272, 0.373, 0.286, 0.331, 0.380, 0.383, 0.360]
}

[11]
{
  "formula": "C5H11NO3S",
  "method": "ωB97M-V with the def2-TZVPD basis set",
  "charge": 0,
  "smiles": "NS(=O)(=O)OC1CCCC1",
  "homo_ha": -0.3905,
  "fmax_ev_per_a": 3.708,
  "mol_weight_g_mol": 165.214,
  "symbols": ["N", "S", "O", "O", "O", "C", "C", "C", "C", "C", "H", "H", "H", "H", "H", "H", "H", "H", "H", "H", "H"],
  "xyz": [[2.789, -0.895, -0.462], [1.682, 0.113, 0.067], [1.662, 0.178, 1.535], [1.762, 1.352, -0.735], [0.372, -0.712, -0.383], [-0.934, -0.312, 0.241], [-1.952, -1.244, -0.239], [-3.261, -0.544, 0.056], [-2.885, 0.963, 0.112], [-1.384, 1.050, -0.213], [3.123, -1.515, 0.252], [3.618, -0.483, -0.891], [-0.806, -0.348, 1.318], [-1.859, -2.250, 0.189], [-1.773, -1.507, -1.321], [-4.031, -0.580, -0.740], [-3.807, -0.850, 0.974], [-3.084, 1.362, 1.114], [-3.503, 1.521, -0.618], [-1.331, 1.129, -1.322], [-0.849, 1.943, 0.136]],
  "mulliken_charge": [-0.465, 1.133, -0.644, -0.619, -0.327, 0.153, -0.804, -0.461, -0.627, -0.619, 0.278, 0.297, 0.271, 0.357, 0.245, 0.260, 0.275, 0.261, 0.347, 0.259, 0.431]
}

[12]
{
  "formula": "C5H11NO4",
  "method": "ωB97M-V with the def2-TZVPD basis set",
  "charge": 0,
  "homo_ha": -0.3192,
  "fmax_ev_per_a": 4.711,
  "mol_weight_g_mol": 149.146,
  "symbols": ["C", "C", "C", "C", "C", "N", "O", "O", "O", "O", "H", "H", "H", "H", "H", "H", "H", "H", "H", "H", "H"],
  "xyz": [[-0.662, 0.983, -0.546], [-1.077, -0.129, 1.522], [1.305, -0.069, 0.407], [-0.459, -1.572, -0.357], [-0.237, -0.181, 0.242], [0.353, 1.019, -2.145], [-1.329, 1.920, -0.399], [0.466, -1.752, -1.443], [0.957, 2.201, -2.212], [-0.617, 0.952, -3.133], [-2.102, 0.237, 1.171], [-0.691, 0.565, 2.225], [-1.251, -1.101, 1.958], [1.512, 0.864, 1.064], [1.739, -0.878, 1.005], [1.720, 0.102, -0.541], [-1.436, -1.943, -0.724], [-0.234, -2.248, 0.416], [0.480, -0.982, -1.963], [0.365, 2.860, -1.845], [-0.645, 0.129, -3.599]],
  "mulliken_charge": [0.359, -1.650, -1.502, -0.920, 1.558, -0.285, -0.446, -0.604, -0.366, -0.406, 0.382, 0.380, 0.396, 0.355, 0.361, 0.467, 0.324, 0.436, 0.492, 0.338, 0.332]
}

Relative energy (zero: lowest compared OMol25 entry of this formula, charge and spin) list, top to bottom, in kJ/mol: 670.7 127.2 55.9 1.9 148.7 565.2 550.3 542.7 31.7 182.9 44.4 589.7